A structure of composition C5H13N2 in a non-equilibrium geometry. Source: the OMol25 dataset; level of theory: wB97M-V/def2-TZVPD.

## Properties
- E_tot: -8362.0964 eV
- Net charge: +1
- Energy relative to the best compared isomer or geometry (same formula, charge and spin): 200.9 kcal per mole
- LUMO: -5.5 eV
- Highest occupied orbital energy: -0.473 Eh
- M: 101.173 Da
- Gap between HOMO and LUMO: 7.38 eV

Last column: Löwdin charge in e.
CARTESIAN COORDINATES (ANGSTROEM)
C  2.370  -0.794  -1.398  -0.05
C  2.371  0.580  -0.868  -0.13
C  1.322  1.466  -1.054  0.07
C  -1.959  0.509  0.823  -0.28
C  -1.141  -1.047  0.846  -0.24
N  0.186  -0.977  0.640  0.00
N  -3.241  0.335  1.126  0.13
H  3.336  -1.281  -1.358  0.10
H  1.970  -0.783  -2.416  0.12
H  1.552  -1.341  -0.886  0.08
H  1.321  0.782  0.068  0.21
H  0.716  -0.670  1.457  0.06
H  1.528  2.530  -1.089  0.12
H  0.460  1.153  -1.633  0.12
H  -1.636  -1.609  0.059  0.12
H  3.361  1.017  -0.744  0.15
H  -1.369  -1.425  1.843  0.12
H  -3.837  0.153  0.314  0.08
H  -1.540  1.089  1.650  0.11
H  -1.761  1.004  -0.137  0.11